(1)
# C52H132N8O20

10 unconnected molecules or ions with the total composition C52H132N8O20 at a distorted geometry (the ωB97M-V functional and the def2-TZVPD basis, OMol25).

```
212
Properties=species:S:1:pos:R:3:forces:R:3:lowdin_charge:R:1
C -6.669588 -4.340081 1.463006 0.1 0.0 -0.4 -0.11
O -7.034498 -5.160081 2.561476 -0.4 1.3 0.2 -0.18
C -7.684078 -4.364581 3.584206 1.7 -0.6 0.9 -0.17
C -6.659228 -3.521701 4.446936 -1.0 -0.4 -0.6 -0.21
N -5.645508 -4.377761 5.060086 1.0 0.7 0.3 -0.03
C -4.496488 -3.620121 5.639846 0.2 0.6 0.1 -0.20
C -3.426368 -4.490461 6.331996 -1.8 0.8 -1.6 -0.22
O -2.898538 -5.326801 5.326186 0.0 0.3 0.4 -0.19
C -2.034938 -6.253331 5.900096 0.3 -1.3 -0.7 -0.13
H -7.479448 -3.702161 1.109056 -0.5 -0.1 0.0 0.08
H -6.346468 -4.960261 0.626906 0.0 -0.1 0.2 0.07
H -5.881898 -3.618691 1.680396 0.4 -0.1 0.3 0.07
H -8.118928 -5.102611 4.258236 -0.2 0.1 -0.1 0.12
H -8.456138 -3.724781 3.156796 0.0 0.1 -0.1 0.11
H -7.232948 -3.002361 5.214546 -0.1 -0.1 0.2 0.11
H -6.279768 -2.714691 3.820166 0.5 0.2 -0.3 0.09
H -5.167418 -4.821291 4.288846 -0.3 -0.8 -0.2 0.09
H -4.753028 -2.828291 6.343616 -0.8 -0.3 0.4 0.12
H -4.018958 -3.011221 4.872176 0.3 -0.1 -0.5 0.09
H -3.965728 -5.042511 7.101696 0.4 -0.3 0.3 0.12
H -2.646898 -3.830261 6.712336 0.1 0.0 0.4 0.12
H -2.588658 -7.014361 6.449936 -0.1 0.1 0.5 0.09
H -1.251268 -5.813081 6.516646 0.0 0.2 0.1 0.09
H -1.580708 -6.808771 5.079566 0.3 0.1 0.0 0.09
C 2.040242 1.449039 -1.485644 0.8 0.2 -0.3 -0.11
O 0.883652 1.168329 -0.770614 -0.6 -1.7 1.0 -0.20
C -0.355988 1.558519 -1.332254 1.3 1.7 -1.0 -0.20
C -1.487248 1.462809 -0.339634 0.4 -0.8 -0.7 -0.16
N -1.997518 0.083369 -0.254334 -0.4 0.6 0.5 -0.05
C -2.909278 -0.142561 0.875346 -0.7 -1.8 -1.3 -0.15
C -3.029858 -1.685901 1.061726 0.7 1.4 1.8 -0.18
O -1.766608 -2.002731 1.633776 0.3 0.0 -0.7 -0.24
C -1.690108 -3.251681 2.266936 -0.8 0.3 -0.2 -0.08
H 2.170322 2.521099 -1.633544 0.1 0.3 0.1 0.09
H 2.160562 0.995139 -2.469304 -0.7 -0.3 -0.3 0.06
H 2.885362 1.059849 -0.917844 0.0 0.2 0.3 0.08
H -0.513908 1.143259 -2.327604 -0.3 -0.8 0.1 0.12
H -0.149018 2.600749 -1.575184 -0.8 0.7 0.0 0.11
H -2.300498 2.101979 -0.683444 0.0 0.2 0.2 0.12
H -1.052088 1.825229 0.591706 -0.3 0.1 0.4 0.12
H -1.217758 -0.536881 -0.088884 0.3 -0.1 -0.1 0.10
H -3.952258 0.114619 0.690546 0.1 0.9 -0.5 0.10
H -2.569298 0.379379 1.769826 -0.1 -0.4 0.4 0.11
H -3.343048 -2.341701 0.249356 0.5 0.4 -0.9 0.12
H -3.839058 -1.860141 1.770906 0.0 0.0 0.7 0.10
H -0.804778 -3.245441 2.902746 -0.2 -0.2 0.0 0.10
H -1.656688 -4.056421 1.532506 0.2 -0.3 0.0 0.07
H -2.631128 -3.326581 2.811896 0.2 -0.6 0.7 0.08
C -1.867148 -0.678441 5.030516 -0.7 0.9 -0.1 -0.07
O -3.140778 -0.410701 4.389356 0.6 -0.9 0.4 -0.22
C -3.708768 0.855279 4.676116 -0.3 -0.1 -1.1 -0.20
C -5.238578 0.913049 4.246866 2.4 0.5 2.5 -0.22
N -5.517788 0.721029 2.876716 -0.1 -0.2 -0.8 -0.05
C -6.948438 0.577629 2.613086 0.2 -0.1 -0.7 -0.18
C -7.156628 0.372849 1.102016 0.0 1.0 0.3 -0.23
O -6.706398 -0.885261 0.732716 1.1 -0.8 0.6 -0.20
C -6.558848 -1.129211 -0.635424 -0.9 -1.1 -0.7 -0.10
H -1.874488 -0.308671 6.055856 -0.3 -0.2 0.3 0.08
H -1.041328 -0.128411 4.579306 0.0 0.0 -0.5 0.08
H -1.628208 -1.741931 5.032046 -0.4 0.0 -0.2 0.08
H -3.140628 1.619049 4.145126 0.0 0.3 -0.5 0.11
H -3.533738 1.114069 5.720386 -0.6 -0.2 0.4 0.11
H -5.488958 1.918619 4.584876 -0.5 0.2 -0.2 0.12
H -5.733058 0.242639 4.949826 -0.4 -0.5 0.0 0.11
H -5.108208 -0.150911 2.573306 0.3 -0.1 0.0 0.08
H -7.482178 1.460349 2.965276 0.0 0.1 -0.1 0.12
H -7.331428 -0.283411 3.160826 -0.4 -0.2 0.1 0.11
H -6.558388 1.114649 0.572916 0.1 0.4 0.0 0.12
H -8.189878 0.522679 0.788906 -0.4 0.0 0.2 0.12
H -6.102718 -0.383431 -1.286474 0.3 0.5 0.5 0.09
H -7.546548 -1.354101 -1.037894 -0.3 0.2 -0.3 0.09
H -6.025638 -2.069621 -0.774744 0.3 0.0 0.3 0.08
C 11.854382 -3.432321 -1.535374 -0.4 0.0 -1.0 -0.09
O 10.410612 -3.274971 -1.497544 1.6 0.1 -1.3 -0.18
C 9.962982 -3.184711 -0.182944 0.9 0.2 0.8 -0.27
C 8.464442 -3.151091 -0.071564 0.2 0.1 -1.3 -0.20
N 7.934022 -4.341181 -0.739754 -1.1 -1.0 1.1 -0.06
C 6.536212 -4.646241 -0.345354 0.1 3.0 -0.4 -0.16
C 5.508072 -3.503411 -0.746574 -1.1 -0.2 0.4 -0.19
O 5.482222 -2.234471 -0.034594 0.6 -1.3 0.2 -0.20
C 4.560532 -1.327351 -0.598364 0.9 0.2 -0.1 -0.12
H 12.435272 -2.853511 -0.817284 -0.5 0.2 0.5 0.08
H 12.242402 -3.116981 -2.503924 -0.5 0.3 -0.2 0.08
H 12.188602 -4.468661 -1.486454 -0.4 -0.3 0.5 0.08
H 10.404012 -2.282031 0.239856 -0.1 0.3 0.4 0.12
H 10.436572 -4.028621 0.318696 -0.5 -0.3 0.7 0.12
H 8.059782 -2.332531 -0.666804 0.3 0.8 0.4 0.11
H 8.178452 -2.969491 0.964446 -0.2 -0.5 0.0 0.13
H 7.981052 -4.107801 -1.721294 -0.1 -0.4 -0.2 0.10
H 6.492422 -4.691751 0.742816 0.1 -0.4 0.0 0.11
H 6.149472 -5.555601 -0.805324 0.2 0.0 0.0 0.11
H 4.514782 -3.922111 -0.584844 -0.3 -0.4 0.1 0.10
H 5.496072 -3.296031 -1.816594 0.6 0.1 -0.4 0.10
H 4.922852 -1.107141 -1.602514 -0.3 0.2 -0.4 0.06
H 4.607382 -0.412491 -0.007654 0.0 0.0 0.0 0.09
H 3.518892 -1.645221 -0.643604 -0.1 -0.4 0.1 0.06
C 5.250032 8.189029 1.326136 0.1 -0.4 -0.4 -0.10
O 4.301222 7.771929 0.342296 -0.3 0.6 0.4 -0.17
C 2.961732 7.952779 0.792956 -1.0 -0.9 -1.3 -0.20
C 1.918532 7.633499 -0.367754 0.3 -1.2 -0.5 -0.14
N 1.812052 6.182829 -0.815134 0.7 0.7 1.3 -0.05
C 1.270732 5.211149 0.121016 -0.7 -0.5 -0.3 -0.21
C -0.245898 5.335109 0.398836 0.9 0.5 -0.9 -0.19
O -0.972068 5.068469 -0.825254 1.3 -0.2 1.0 -0.21
C -2.268778 5.583469 -0.825394 -0.2 -0.2 -0.3 -0.12
H 5.195532 7.515789 2.181636 0.0 0.2 0.3 0.07
H 5.179362 9.243189 1.594176 -0.6 0.1 0.3 0.08
H 6.267592 8.129409 0.939986 -0.2 -0.4 -0.4 0.09
H 2.797392 8.941299 1.221826 0.0 0.5 -0.5 0.11
H 2.697342 7.307459 1.630666 0.3 -0.5 0.1 0.08
H 2.169622 8.144179 -1.297404 0.4 0.3 0.2 0.11
H 0.908552 7.975539 -0.141814 0.0 0.4 0.7 0.09
H 1.200892 6.075459 -1.612044 0.2 0.7 -0.4 0.09
H 1.810352 5.105149 1.062116 0.2 0.5 0.1 0.10
H 1.419122 4.249419 -0.370044 0.0 -0.3 0.0 0.09
H -0.418878 6.375519 0.674046 -0.4 0.1 0.3 0.10
H -0.490808 4.691559 1.243796 -0.5 -0.3 -0.1 0.11
H -2.887738 5.031859 -0.117764 -0.3 0.1 0.2 0.09
H -2.657038 5.426289 -1.831694 -0.1 0.1 0.0 0.08
H -2.270108 6.650249 -0.601614 -0.1 0.2 0.1 0.09
C 2.271232 -3.136671 -3.726574 0.7 -0.1 -0.6 -0.10
O 1.180862 -3.594291 -2.977014 0.1 -0.6 -0.7 -0.17
C 0.820532 -2.895911 -1.835134 -0.3 0.6 0.5 -0.22
C -0.379858 -3.630881 -1.217654 1.6 0.3 0.0 -0.17
N -1.410398 -3.939981 -2.194444 1.0 1.4 0.0 -0.06
C -2.387288 -4.806711 -1.625824 -0.6 -0.5 0.2 -0.21
C -3.746588 -4.665911 -2.298494 -0.4 -1.8 0.4 -0.16
O -4.815018 -5.097011 -1.411504 0.2 0.7 0.2 -0.21
C -4.802788 -6.483641 -1.126164 0.2 -0.5 -1.2 -0.13
H 3.247712 -3.544621 -3.465494 0.0 -0.6 0.7 0.08
H 2.477192 -2.066491 -3.706884 -0.8 0.3 0.0 0.07
H 2.115272 -3.491041 -4.745494 -0.2 0.3 -0.1 0.10
H 0.607232 -1.849091 -2.051404 -0.4 0.3 -0.3 0.11
H 1.663472 -2.842451 -1.146164 0.0 -0.3 0.5 0.11
H -0.720238 -3.075291 -0.343834 -0.4 0.2 -0.2 0.10
H 0.078572 -4.533771 -0.814274 -0.2 -0.6 0.2 0.12
H -0.913798 -4.422351 -2.929844 0.1 -0.1 -0.2 0.12
H -2.533898 -4.569471 -0.572114 0.0 0.1 0.1 0.11
H -1.955398 -5.805641 -1.686804 -0.6 -0.6 0.3 0.13
H -3.813738 -5.359641 -3.136544 0.2 0.1 -0.5 0.12
H -3.884368 -3.654701 -2.681354 -0.4 -0.1 0.5 0.10
H -5.774658 -6.884061 -0.837694 -0.1 0.7 0.4 0.09
H -4.035868 -6.834191 -0.435484 0.0 0.4 0.4 0.09
H -4.610608 -7.026571 -2.051584 0.2 -0.1 -0.4 0.08
C 4.401112 8.036949 5.385476 0.6 1.0 -0.2 -0.13
O 4.563152 6.644419 5.249056 -1.4 0.0 -0.8 -0.16
C 3.549552 6.052729 4.405736 -0.3 -0.6 0.3 -0.21
C 3.547722 4.525109 4.642336 -0.5 0.7 -0.4 -0.19
N 2.621572 3.818239 3.760906 1.1 -0.6 -0.5 -0.07
C 2.937512 2.382229 3.649986 -0.8 0.0 -0.8 -0.20
C 1.953392 1.660739 2.718916 0.0 -0.6 -0.8 -0.22
O 2.091672 0.257039 2.940066 -0.6 -0.6 -0.1 -0.20
C 1.465732 -0.746251 2.061866 1.4 1.0 0.6 -0.05
H 5.216442 8.453599 5.976856 0.1 -0.4 0.3 0.09
H 3.475592 8.416549 5.818396 -0.4 -0.7 0.3 0.08
H 4.481252 8.589809 4.449516 0.0 -0.3 -0.6 0.07
H 3.564452 6.332489 3.352356 1.3 -0.3 -0.4 0.08
H 2.537512 6.427139 4.559706 -0.3 0.3 1.2 0.11
H 3.291932 4.339589 5.685526 0.2 0.1 0.3 0.12
H 4.550442 4.140959 4.455016 0.0 0.0 0.0 0.12
H 1.642472 4.051779 3.844156 0.1 -0.2 0.4 0.11
H 3.036992 1.799799 4.565946 -0.4 0.3 0.5 0.12
H 3.898192 2.243949 3.153916 0.3 0.4 0.1 0.12
H 2.205902 1.924859 1.691996 0.2 -0.1 -0.3 0.11
H 0.910172 1.969639 2.784896 -0.3 0.1 0.6 0.11
H 2.005742 -0.769241 1.115306 -0.1 0.2 -0.2 0.06
H 0.396162 -0.656241 1.872136 -0.1 0.4 0.3 0.07
H 1.692742 -1.684301 2.568446 -0.2 0.0 0.0 0.09
C 6.689412 1.177029 -3.098284 0.3 0.9 -1.2 -0.10
O 5.493152 1.812889 -3.495994 -1.0 -0.1 0.3 -0.18
C 4.626212 0.904299 -4.133364 -1.1 0.9 -2.0 -0.22
C 3.467542 1.646069 -4.925894 -0.8 0.7 2.0 -0.17
N 2.223692 0.856369 -5.032254 1.5 0.0 1.6 -0.08
C 2.373222 -0.295011 -5.870814 -1.3 1.0 -2.2 -0.20
C 2.296852 0.213199 -7.375254 -0.8 -0.7 0.8 -0.17
O 0.970622 0.691119 -7.666394 -0.2 -0.4 1.2 -0.19
C 0.872242 1.466059 -8.809324 0.8 0.8 -1.4 -0.15
H 6.554242 0.248409 -2.543754 -0.1 0.1 0.2 0.07
H 7.277332 1.943089 -2.592724 -0.1 -0.3 0.4 0.09
H 7.202462 0.992299 -4.042074 0.5 -0.6 0.1 0.09
H 4.185862 0.206059 -3.421564 0.0 -0.2 0.0 0.10
H 5.116812 0.412499 -4.973334 0.8 -0.7 0.4 0.11
H 3.749582 2.126959 -5.862534 0.7 -0.5 -0.2 0.10
H 3.239112 2.503799 -4.293264 -0.2 0.1 0.1 0.11
H 1.404802 1.419489 -5.212324 0.1 -0.1 -0.3 0.12
H 1.560682 -1.003341 -5.709154 -0.2 0.0 0.0 0.11
H 3.288962 -0.847001 -5.659064 0.2 0.3 -0.2 0.11
H 2.476382 -0.637911 -8.032134 0.6 0.2 -0.4 0.12
H 2.947932 1.080909 -7.481384 0.5 -0.4 -0.3 0.10
H 1.290332 0.985049 -9.693594 -0.2 -0.7 -0.2 0.08
H 1.466732 2.379579 -8.821944 0.4 0.4 0.8 0.08
H -0.120658 1.833159 -9.069144 -0.3 -0.7 0.6 0.09
O -2.133228 -2.371871 -4.530764 -0.3 -1.0 -1.6 -0.07
C -2.134508 -1.124771 -3.908134 0.6 -0.9 -0.8 -0.25
C -3.319478 -1.033451 -2.997054 0.4 -0.7 -1.2 -0.28
O -3.398338 0.264599 -2.591014 -0.9 2.0 0.8 -0.09
H -1.862578 -3.037321 -3.893954 0.1 0.1 0.5 0.03
H -1.158028 -1.060621 -3.428054 -0.1 0.7 0.7 0.11
H -2.143528 -0.372521 -4.696884 -0.2 0.1 0.0 0.12
H -3.149948 -1.754881 -2.197744 -0.3 0.1 0.4 0.10
H -4.247328 -1.248381 -3.527144 0.1 -0.6 -0.2 0.13
H -3.105948 0.227209 -1.677384 0.7 0.5 0.9 0.03
O -3.315328 2.216459 -4.824614 -0.5 1.1 -0.8 -0.07
C -3.510278 3.383389 -4.026354 0.1 -0.6 1.6 -0.24
C -4.799248 3.333679 -3.205204 -0.5 -0.2 -1.2 -0.22
O -5.915058 3.687719 -4.062924 0.2 -0.3 0.7 -0.08
H -3.246188 1.468689 -4.226574 0.0 -0.2 0.5 0.03
H -2.697688 3.384129 -3.299854 0.4 0.5 0.2 0.10
H -3.524348 4.329959 -4.566644 0.3 -0.4 -0.6 0.12
H -4.846938 4.005639 -2.348294 0.3 0.3 -0.2 0.11
H -4.874398 2.318039 -2.816724 -0.3 -0.1 0.1 0.10
H -6.204168 2.892369 -4.516184 0.1 0.0 -0.1 0.08
```
Positions in Å, forces in eV/Å.

Computed properties:
- Total charge: 0
- SMILES string: COCCNCCOC.COCCNCCOC.COCCNCCOC.COCCNCCOC.COCCNCCOC.COCCNCCOC.COCCNCCOC.COCCNCCOC.OCCO.OCCO
- Relative energy (zero: lowest compared OMol25 entry of this formula, charge and spin): 62.5 kcal/mol
- LUMO level: 0.4 eV
- Kohn-Sham gap: 9.011 eV
- Highest occupied orbital energy: -0.315 Eh
- E: -108920.239 eV

=====

(2)
# C11H20N2O5

A single C11H20N2O5 molecule at a distorted geometry (the ωB97M-V functional and the def2-TZVPD basis, OMol25).

```
38
Properties=species:S:1:pos:R:3:forces:R:3:lowdin_charge:R:1
C -3.708643 -2.429043 2.174195 -0.5 0.7 2.5 -0.13
C -2.882770 -1.748195 1.089764 -1.9 2.0 0.1 -0.27
C -1.619487 -2.387580 0.513659 0.5 0.6 -0.6 -0.32
C -0.545874 -2.897266 1.562122 -1.6 -1.2 -0.7 -0.05
C -0.981573 -1.318054 -0.529865 -4.1 -2.7 -0.7 -0.35
N -0.257029 -2.057549 -1.596097 0.7 -2.2 2.0 -0.02
C -0.275002 -0.165724 -0.075861 1.6 1.1 0.7 -0.43
O -0.587512 0.363862 1.017479 0.9 0.1 -1.6 0.05
N 0.697516 0.188543 -0.984460 -0.9 -1.0 1.9 0.11
C 1.604029 1.303692 -0.796153 1.9 -0.9 -3.2 -0.23
C 0.820214 2.646445 -1.167695 1.1 -1.4 0.9 -0.05
C 1.917710 3.796611 -1.052847 -3.5 0.1 -1.2 -0.07
C 2.932721 3.356346 -2.069461 3.5 2.1 3.0 -0.55
O 2.836545 3.659485 -3.212780 -0.2 -0.9 -1.1 0.13
O 4.144761 2.998326 -1.478589 -0.5 0.7 -4.0 0.07
C 2.319860 1.587606 0.488326 -0.2 1.9 2.8 -0.41
O 3.436740 2.107081 0.575961 -1.6 -2.3 1.0 0.08
O 1.505104 1.678314 1.564897 1.4 -0.6 -1.2 0.13
H -3.196844 -2.486725 3.206124 -0.8 -0.1 -1.7 0.10
H -4.034257 -3.352093 1.844653 0.5 -2.9 -0.6 0.02
H -4.815655 -2.167111 2.377811 1.8 1.3 -0.4 0.10
H -2.680794 -0.696347 1.424007 0.2 -1.0 -0.2 0.11
H -3.633526 -1.584244 0.269013 0.8 -0.2 0.2 0.12
H -1.947213 -3.157054 -0.264147 0.5 0.3 1.5 0.13
H -0.392345 -2.060408 2.311180 0.0 -1.3 -0.7 0.09
H -0.973082 -3.939496 2.039314 1.4 2.8 -1.0 0.13
H 0.371355 -3.091234 0.921377 -0.7 -0.1 1.3 0.06
H -1.957603 -0.795891 -0.873292 1.3 -1.0 -0.4 0.18
H -0.982671 -2.900206 -1.910255 3.2 2.4 1.2 0.16
H 0.708783 -2.386118 -0.895517 -3.7 0.1 -3.2 0.19
H 0.763579 -0.556522 -1.753690 0.1 1.7 1.1 0.15
H 2.459231 0.993232 -1.539138 -1.5 1.3 1.1 0.20
H 0.065981 2.620353 -0.331081 0.2 0.7 -1.3 0.13
H 0.445516 2.316332 -2.178807 0.0 1.4 1.0 0.14
H 2.147158 3.900828 -0.002559 0.7 -0.2 0.0 0.11
H 1.557681 4.823793 -1.369891 0.1 -1.4 0.1 0.15
H 4.088148 2.598462 -0.601757 -0.6 -0.1 0.6 -0.01
H 0.649249 1.237550 1.304060 -0.5 0.0 0.8 0.03
```
Positions in Å, forces in eV/Å.

Computed properties:
- Total charge: 0
- SMILES string: CC[C@H](C)[C@H](N)C(=O)N[C@@H](CCC(=O)O)C(=O)O
- Relative energy (zero: lowest compared OMol25 entry of this formula, charge and spin): 109.5 kcal/mol
- LUMO level: 0.0 eV
- Kohn-Sham gap: 10.085 eV
- Highest occupied orbital energy: -0.370 Eh
- E: -24946.166 eV

=====

(3)
# H5N4PS

A single H5N4PS molecule at a distorted geometry (the ωB97M-V functional and the def2-TZVPD basis, OMol25).

```
11
Properties=species:S:1:pos:R:3:forces:R:3:lowdin_charge:R:1
H -2.503865 2.607887 -0.513755 -0.9 0.0 0.4 0.06
N -2.545009 1.875235 0.225072 0.8 0.1 -0.5 0.02
N -1.416793 1.386393 0.092538 0.1 0.6 -0.6 -0.35
P -0.784250 0.169536 1.141771 -2.8 -2.7 1.9 0.65
S -1.777214 -1.815531 0.043722 0.2 2.4 -0.3 0.18
N 0.676266 0.267313 0.487337 1.8 2.5 -1.4 -0.45
N 1.625342 -0.731549 0.236319 -0.1 -1.1 1.0 -0.02
H -2.249259 -1.017209 -1.005263 0.5 -0.8 0.9 -0.23
H 0.592570 0.877570 -0.316805 0.5 0.1 -0.2 0.06
H 0.950367 -1.471697 0.122570 0.7 -1.6 -0.6 -0.01
H 2.206892 -0.975505 1.070197 -0.8 0.7 -0.7 0.09
```
Positions in Å, forces in eV/Å.

Computed properties:
- Total charge: 0
- SMILES string: [H]/N=N/P(S)NN
- Relative energy (zero: lowest compared OMol25 entry of this formula, charge and spin): 64.1 kcal/mol
- LUMO level: -0.8 eV
- Kohn-Sham gap: 8.027 eV
- Highest occupied orbital energy: -0.323 Eh
- E: -26162.557 eV

=====

Q: Among the records above, which one has the highest highest occupied orbital energy?
A: C52H132N8O20